{"formula": "C5H13N2", "method": "ωB97M-V/def2-TZVPD", "smiles": "C=C(N)C[C@H](C)[NH3+]", "total_energy_ha": -307.52362, "spin_multiplicity": 1, "e_above_lowest_ev": 2.666, "homo_lumo_gap_ev": 9.035, "charge": 1, "e_lumo_ev": -3.4, "species": ["C", "C", "C", "C", "C", "N", "N", "H", "H", "H", "H", "H", "H", "H", "H", "H", "H", "H", "H", "H"], "xyz": [[0.783, -1.017, -1.685], [-0.224, -1.238, -0.589], [0.018, -0.623, 0.765], [0.302, 0.850, 0.861], [-0.675, 1.760, 0.915], [1.614, 1.153, 1.302], [-1.646, -0.732, -1.040], [0.831, 0.058, -1.819], [1.770, -1.444, -1.528], [0.333, -1.406, -2.598], [-0.392, -2.271, -0.273], [0.754, -1.194, 1.342], [-0.843, -0.787, 1.424], [-0.374, 2.788, 1.023], [-1.709, 1.493, 1.134], [1.788, 2.136, 1.086], [2.327, 0.578, 0.872], [-1.532, -0.173, -1.905], [-2.115, -1.505, -1.521], [-1.822, 0.006, -0.343]], "forces_ev_per_angstrom": [[-1.04, 0.31, -0.28], [-0.60, -0.80, 1.19], [0.03, 0.43, 1.43], [0.69, -0.49, 1.51], [-0.02, -0.12, -0.15], [-0.77, 0.57, -1.71], [3.18, 0.66, -2.41], [0.49, 0.32, -0.11], [-0.15, -0.06, 0.18], [0.43, -0.25, -0.25], [0.01, -0.23, -0.93], [0.38, 0.07, -0.55], [-0.35, -0.13, -0.37], [-0.33, 0.32, 0.08], [0.14, 0.08, -0.45], [0.41, -0.23, 0.47], [0.13, 0.00, 0.02], [0.50, 0.34, 0.45], [-1.37, -0.07, 1.71], [-1.75, -0.70, 0.16]], "nbo_charge": [-0.641, -0.013, -0.509, 0.185, -0.532, -0.773, -0.753, 0.226, 0.266, 0.223, 0.230, 0.266, 0.244, 0.225, 0.207, 0.385, 0.373, 0.433, 0.473, 0.487]}